{
  "formula": "C30H34NO2P2PtS",
  "method": "ωB97M-V/def2-TZVPD",
  "elements": ["Pt", "N", "C", "C", "O", "O", "H", "H", "H", "H", "C", "C", "P", "C", "C", "C", "C", "C", "C", "C", "C", "C", "C", "C", "C", "P", "C", "C", "C", "C", "C", "C", "C", "C", "C", "C", "C", "C", "H", "H", "H", "H", "H", "H", "H", "H", "H", "H", "H", "H", "H", "H", "H", "H", "H", "H", "H", "H", "H", "H", "H", "H", "C", "S", "C", "H", "H", "H", "H", "H", "H"],
  "xyz": [[-1.1172, -0.3465, 0.7136], [-1.5739, -1.6284, 2.6082], [-1.1555, -0.7626, 3.7177], [0.2656, -0.1841, 3.4588], [1.0349, -0.0283, 4.3792], [0.5336, 0.1029, 2.2425], [-2.5264, -1.9493, 2.7597], [-0.9692, -2.4478, 2.5746], [-1.1288, -1.2897, 4.6758], [-1.8560, 0.0738, 3.7971], [1.9977, -0.0353, -0.3528], [1.1914, 0.6074, -1.4722], [-0.3808, 1.3007, -0.8091], [-1.0218, 2.1680, -2.2720], [-1.1434, 1.4764, -3.4745], [-1.5360, 2.1471, -4.6167], [-1.8403, 3.4983, -4.5606], [-1.7698, 4.1758, -3.3550], [-1.3632, 3.5160, -2.2103], [0.1493, 2.6399, 0.2938], [-0.5346, 2.8174, 1.4928], [-0.1540, 3.8162, 2.3694], [0.9074, 4.6479, 2.0549], [1.5886, 4.4746, 0.8610], [1.2141, 3.4787, -0.0211], [1.0833, -1.4644, 0.3700], [2.3320, -2.2570, 1.4154], [3.1285, -1.5076, 2.2785], [4.1474, -2.1297, 2.9760], [4.3757, -3.4877, 2.8209], [3.5477, -4.2429, 2.0060], [2.5084, -3.6379, 1.3256], [0.9543, -2.5699, -1.0804], [-0.3280, -2.8738, -1.5230], [-0.5146, -3.7319, -2.5914], [0.5890, -4.2946, -3.2145], [1.8716, -3.9920, -2.7809], [2.0590, -3.1244, -1.7208], [2.1669, 0.6781, 0.4569], [2.9555, -0.4025, -0.7348], [0.9287, -0.1386, -2.2299], [1.7589, 1.3981, -1.9696], [-0.9133, 0.4203, -3.5113], [-1.5920, 1.6163, -5.5538], [-2.1381, 4.0167, -5.4584], [-2.0170, 5.2252, -3.3121], [-1.2827, 4.0541, -1.2765], [-1.3655, 2.1629, 1.7374], [-0.6938, 3.9445, 3.2928], [1.2036, 5.4329, 2.7339], [2.4201, 5.1158, 0.6161], [1.7583, 3.3558, -0.9457], [2.9443, -0.4538, 2.4190], [4.7731, -1.5493, 3.6355], [5.1949, -3.9619, 3.3387], [3.7183, -5.3023, 1.8913], [1.8484, -4.2292, 0.7061], [-1.1749, -2.4224, -0.9967], [-1.5117, -3.9783, -2.9266], [0.4559, -4.9713, -4.0442], [2.7273, -4.4490, -3.2574], [3.0585, -2.8930, -1.3795], [-3.9186, 1.7348, -0.1179], [-3.6892, 0.4328, 1.1252], [-4.8981, -0.7699, 0.4981], [-4.9248, 2.1340, -0.0190], [-3.7621, 1.3284, -1.1138], [-3.1919, 2.5157, 0.0877], [-4.6153, -1.0955, -0.4984], [-5.8751, -0.2940, 0.4858], [-4.9144, -1.6106, 1.1847]],
  "forces_ev_per_angstrom": [[-1.4621, -0.6662, -0.3053], [0.4353, 0.2397, -1.0916], [0.6187, 0.3865, 0.5053], [0.0698, 0.1264, -0.0799], [0.0432, -0.1286, 0.9463], [0.3660, 0.3656, 0.4180], [0.1100, -0.0213, -0.2404], [-0.2196, 0.0364, 0.0466], [-0.0858, -0.0005, -0.1660], [0.0222, -0.0773, -0.0336], [-0.0269, -0.1239, 0.1085], [-0.1354, 0.0028, 0.0487], [0.9008, -0.9352, 0.6418], [-0.5577, -0.3518, 0.3027], [0.0647, -0.0328, 0.1341], [0.0242, -0.0651, -0.0949], [-0.0438, -0.0458, -0.0043], [-0.0162, 0.0931, -0.1164], [0.0847, -0.0726, 0.1460], [-0.2980, -0.1835, 0.0438], [-0.0323, 0.0227, -0.1423], [-0.1041, 0.0979, 0.0408], [-0.0520, -0.0348, 0.0037], [0.1110, 0.0585, -0.0299], [-0.0614, -0.1200, 0.0020], [-0.5537, 1.2913, -1.3558], [-0.6528, -0.1050, 0.3931], [-0.0350, 0.0904, -0.0508], [0.1031, 0.0031, -0.0329], [-0.0253, -0.0042, -0.0252], [0.0449, -0.0958, 0.0287], [-0.0978, 0.0604, -0.0561], [-0.3087, 0.0802, 0.4288], [-0.1878, 0.1285, 0.2440], [0.0513, -0.1404, -0.1882], [-0.0995, 0.0081, -0.0493], [0.1067, 0.0119, -0.0078], [0.0052, 0.0452, 0.0169], [0.1257, -0.0842, -0.0234], [-0.0548, 0.0566, 0.1037], [0.0223, 0.1057, 0.0134], [-0.0713, -0.0393, 0.0341], [0.0034, -0.0850, -0.0891], [-0.0456, -0.0526, -0.1093], [-0.0383, 0.0737, -0.0806], [-0.0251, 0.1003, 0.0288], [-0.0060, 0.0469, 0.0399], [0.1183, 0.0670, 0.0856], [-0.0359, 0.0353, 0.1675], [0.0283, 0.0346, 0.0782], [0.1014, 0.0924, -0.0288], [0.0369, 0.0141, -0.1159], [-0.0660, 0.0852, 0.0179], [0.0373, 0.0757, 0.0724], [0.0637, -0.0406, 0.0896], [-0.0253, -0.1097, 0.0375], [0.0627, -0.0552, -0.0391], [0.1641, -0.1747, -0.2316], [-0.0551, 0.0013, -0.0346], [-0.0445, -0.0931, -0.0688], [0.0284, 0.0271, -0.0724], [0.0870, -0.0290, 0.0302], [-0.1083, -0.2235, 0.2358], [1.1308, 0.0681, -0.5266], [0.4779, 0.1341, 0.0055], [-0.0261, 0.0542, -0.0245], [0.0415, 0.0105, -0.0308], [0.0179, 0.0548, 0.0044], [-0.0166, -0.0610, -0.0330], [-0.0228, 0.0411, 0.0362], [-0.0121, -0.0749, -0.0014]],
  "homo_lumo_gap_ev": [6.34, 6.34],
  "charge": 1,
  "e_homo_ev": [-10.1792, -10.1760],
  "lumo_energy_ha": [-0.1410, -0.1409]
}